Density functional theory data (ωB97M-V with the def2-TZVPD basis set) for C22H27BrN5O2Ru as an isolated structure.

ORCA input file:
```
! RIJCOSX wB97M-V def2-TZVPD def2/J DEFGRID3
* xyz 2 2
Ru -0.299 0.808 -0.074
C 1.408 0.410 3.884
C 1.092 0.532 2.431
N -0.108 0.590 1.972
C -1.277 0.603 2.846
C -2.485 0.268 1.989
N -2.398 1.016 0.717
C -2.774 2.431 0.836
C -2.379 3.095 -0.453
N -0.924 2.878 -0.695
C -0.629 3.118 -2.148
C -0.488 1.780 -2.878
N 0.438 1.070 -2.012
C 1.710 1.057 -2.169
C 2.464 1.353 -3.419
C 2.461 0.791 -0.917
C 3.793 0.434 -0.808
C 4.304 0.163 0.454
C 3.474 0.219 1.565
C 2.148 0.583 1.397
N 1.695 0.920 0.176
H 0.885 1.185 4.449
H 2.470 0.511 4.082
H 1.076 -0.557 4.268
H -1.361 1.600 3.287
H -1.177 -0.109 3.665
H -3.410 0.503 2.521
H -2.491 -0.791 1.738
H -2.982 0.539 0.034
H -2.222 2.872 1.668
H -3.840 2.549 1.042
H -2.615 4.160 -0.463
H -2.918 2.627 -1.280
H -0.409 3.566 -0.154
H 0.307 3.671 -2.228
H -1.418 3.728 -2.588
H -0.130 1.931 -3.894
H -1.427 1.229 -2.915
H 1.830 1.661 -4.243
H 2.998 0.451 -3.728
H 3.212 2.126 -3.235
H 4.416 0.350 -1.687
H 5.339 -0.126 0.568
H 3.853 -0.050 2.540
Br -3.215 -6.165 1.063
C -1.806 -5.281 0.175
C -0.813 -6.015 -0.456
C 0.222 -5.355 -1.104
C 0.277 -3.970 -1.109
C -0.732 -3.248 -0.483
C -1.783 -3.896 0.154
C -0.705 -1.770 -0.471
O 0.404 -1.172 -0.194
O -1.710 -1.062 -0.690
H -0.851 -7.095 -0.443
H 0.991 -5.929 -1.603
H 1.091 -3.455 -1.602
H -2.581 -3.335 0.621
*
```

Output
* expectation value of S²: 0.755
* total energy: -3947.23857 hartree
* HOMO-LUMO gap (spin up / spin down): 6.23 / 5.89 eV